[1]
The following is a DFT calculation (wB97M-V/def2-TZVPD) of a cluster of 2 separate species, CH5N3O4S in total.

Properties
- relative energy (zero: lowest compared OMol25 entry of this formula, charge and spin) (kJ/mol) = 565.5
- Kohn-Sham gap (spin up / spin down) (eV) = 8.894 / 8.491
- E_tot (Ha) = -904.25007
- lowest unoccupied orbital energy (spin up / spin down) (Ha) = -0.074 / -0.105
- total charge = 0

```
14
Properties=species:S:1:pos:R:3:nbo_charge:R:1
C -0.66 0.73 -0.40 -0.182
N 0.93 0.81 1.45 -0.692
N 0.53 -1.73 0.09 -1.062
N 0.23 1.23 -1.29 0.432
O 0.04 2.38 -1.65 -0.347
O 1.15 0.58 -1.73 -0.377
O -1.26 -1.45 -1.60 -0.882
O -1.74 -1.31 0.87 -0.936
S -0.89 -1.03 -0.28 2.249
H -1.51 1.24 -0.12 0.243
H 1.09 1.73 1.87 0.349
H 0.26 0.07 1.94 0.353
H 1.31 -1.24 -0.29 0.432
H 0.53 -2.01 1.13 0.420
```

***

[2]
The following is a DFT calculation (wB97M-V/def2-TZVPD) of a structure of composition C35H26F3N10RuS.

Properties
- relative energy (zero: lowest compared OMol25 entry of this formula, charge and spin) (kJ/mol) = 0.0
- Kohn-Sham gap (spin up / spin down) (eV) = 6.999 / 5.537
- E_tot (Ha) = -2689.08950
- spin multiplicity = 2
- lowest unoccupied orbital energy (spin up / spin down) (Ha) = -0.234 / -0.288
- total charge = +2

```
76
Properties=species:S:1:pos:R:3:mulliken_spin:R:1
Ru -0.16 -0.01 0.27 0.461
N 0.28 -0.55 4.55 0.001
C -0.22 -0.47 3.33 0.004
N 0.46 -0.11 2.28 0.017
C 1.84 0.13 2.40 0.002
N 2.60 0.33 1.36 -0.005
N 1.88 0.27 0.20 -0.002
C 2.44 0.41 -0.93 -0.009
C 1.53 0.34 -2.09 -0.003
C 1.97 0.44 -3.39 0.000
C 1.05 0.38 -4.42 -0.002
C -0.29 0.23 -4.11 0.001
C -0.67 0.13 -2.78 0.001
N 0.21 0.19 -1.79 0.022
C 2.42 0.13 3.73 -0.005
C 3.76 0.46 3.96 0.000
C 4.27 0.42 5.24 0.000
C 3.45 0.05 6.31 0.000
C 2.12 -0.28 6.11 0.000
C 1.62 -0.23 4.82 0.001
H -0.32 -0.83 5.31 -0.001
H -1.27 -0.70 3.21 -0.002
H 3.50 0.59 -1.03 0.000
H 3.03 0.57 -3.59 0.000
H 1.37 0.46 -5.45 0.000
H -1.05 0.18 -4.89 0.001
H -1.71 0.01 -2.49 0.001
H 4.39 0.73 3.12 0.000
H 5.30 0.67 5.42 0.000
H 3.86 0.01 7.31 0.000
H 1.49 -0.56 6.94 0.000
C -1.71 2.43 2.51 -0.011
C -1.03 2.91 1.28 -0.005
N -0.35 2.18 0.40 0.001
C 0.17 3.06 -0.53 0.001
C -0.23 4.32 -0.23 -0.002
N -0.98 4.22 0.91 0.001
C -1.66 5.34 1.56 0.000
N -3.09 5.22 1.51 0.000
N -3.78 5.08 2.67 0.000
N -5.02 4.92 2.41 0.000
C -5.19 4.95 1.04 0.000
C -6.35 4.84 0.27 -0.001
C -6.20 4.90 -1.10 0.000
C -4.93 5.07 -1.69 0.000
C -3.78 5.19 -0.95 0.000
C -3.94 5.13 0.44 0.000
H -1.92 1.38 2.41 0.005
H -2.65 2.95 2.67 -0.001
H -1.09 2.60 3.39 0.000
H 0.76 2.74 -1.37 -0.001
H -0.04 5.26 -0.72 0.000
H -1.32 6.24 1.05 0.000
H -1.39 5.40 2.61 0.000
H -7.31 4.73 0.74 0.000
H -7.07 4.84 -1.74 0.000
H -4.86 5.13 -2.77 0.000
H -2.81 5.34 -1.42 0.000
S -0.03 -3.37 0.00 -0.014
C -0.09 -1.86 0.12 -0.016
F -9.47 0.61 1.19 0.003
C -9.00 0.00 0.09 0.001
F -9.55 -1.21 0.02 0.001
F -9.41 0.71 -0.97 0.004
C -7.49 -0.06 0.13 0.094
C -6.80 1.15 0.23 -0.036
C -5.42 1.14 0.26 0.071
C -4.73 -0.09 0.20 0.026
C -5.45 -1.30 0.10 0.069
C -6.83 -1.28 0.07 -0.030
C -3.33 -0.11 0.24 0.256
C -2.09 -0.10 0.31 0.068
H -7.34 2.08 0.27 -0.002
H -4.87 2.06 0.33 0.035
H -4.91 -2.23 0.06 0.000
H -7.39 -2.20 -0.01 0.001
```

***

[3]
The following is a DFT calculation (wB97M-V/def2-TZVPD) of a cluster of 14 separate species, C13H52F2N27O17S2 in total.

Properties
- relative energy (zero: lowest compared OMol25 entry of this formula, charge and spin) (kJ/mol) = 134.2
- Kohn-Sham gap (eV) = 8.006
- E_tot (Ha) = -4280.75214
- lowest unoccupied orbital energy (Ha) = 0.071
- total charge = -1

```
113
Properties=species:S:1:pos:R:3:lowdin_charge:R:1
N 1.26 0.28 -0.32 -0.217
S 0.58 -1.04 0.25 0.510
O -0.04 -1.85 -0.76 -0.275
O 0.17 -1.08 1.62 -0.272
F 2.03 -1.80 0.40 -0.243
S -0.17 1.13 -0.50 0.508
O -0.85 1.42 0.73 -0.303
O -0.98 0.88 -1.65 -0.273
F 0.55 2.46 -0.87 -0.142
C -0.52 -2.06 -4.88 -0.660
O 0.55 -2.51 -5.28 0.005
N -1.51 -1.50 -5.65 0.159
N -0.86 -2.12 -3.56 0.168
H -1.39 -1.27 -6.61 0.097
H -2.42 -1.45 -5.23 0.089
H -1.71 -1.67 -3.28 0.104
H -0.25 -2.45 -2.82 0.065
C 0.78 5.03 1.83 -0.674
O 1.38 4.02 1.54 0.039
N 1.37 6.07 2.51 0.136
N -0.53 5.26 1.45 0.160
H 0.81 6.75 2.98 0.078
H 2.33 5.97 2.75 0.094
H -0.96 4.63 0.78 0.051
H -0.91 6.14 1.72 0.082
C -1.45 2.58 4.38 -0.699
O -1.67 2.53 5.59 -0.022
N -0.48 1.84 3.79 0.182
N -2.20 3.29 3.50 0.157
H 0.14 1.33 4.41 0.053
H -0.40 1.77 2.77 0.069
H -2.97 3.78 3.93 0.093
H -2.17 3.18 2.51 0.049
C -3.20 3.74 -0.27 -0.652
O -2.11 4.09 -0.72 -0.006
N -4.34 4.49 -0.46 0.150
N -3.40 2.59 0.44 0.182
H -5.23 4.26 -0.07 0.088
H -4.14 5.35 -0.93 0.097
H -2.58 2.05 0.68 0.052
H -4.30 2.45 0.84 0.104
C 0.35 -5.92 -2.50 -0.667
O 0.74 -7.09 -2.48 -0.006
N -0.01 -5.23 -3.62 0.157
N 0.29 -5.10 -1.40 0.167
H -0.32 -5.71 -4.44 0.099
H 0.00 -4.23 -3.58 0.043
H -0.35 -4.33 -1.38 0.067
H 0.55 -5.46 -0.50 0.064
C 2.25 5.31 -2.17 -0.672
O 2.70 4.18 -2.13 0.056
N 0.92 5.58 -1.96 0.159
N 3.01 6.36 -2.66 0.128
H 0.22 4.87 -2.06 0.085
H 0.65 6.54 -1.86 0.081
H 2.67 7.30 -2.66 0.074
H 3.81 6.08 -3.19 0.093
C 5.03 -1.47 -0.60 -0.697
O 4.76 -0.71 0.31 0.013
N 4.23 -2.50 -0.99 0.162
N 6.16 -1.31 -1.36 0.147
H 3.40 -2.70 -0.44 0.073
H 4.51 -3.10 -1.74 0.093
H 6.80 -0.64 -1.00 0.097
H 6.39 -1.89 -2.15 0.085
C -2.84 -2.79 0.33 -0.657
O -3.05 -3.63 -0.53 0.022
N -2.55 -3.05 1.66 0.148
N -2.99 -1.42 0.30 0.160
H -2.22 -3.96 1.94 0.085
H -2.22 -2.29 2.22 0.018
H -3.27 -0.99 -0.57 0.093
H -2.91 -0.92 1.17 0.070
C 2.54 -0.42 5.18 -0.654
O 1.69 0.45 5.12 0.041
N 2.68 -1.34 6.22 0.134
N 3.47 -0.60 4.21 0.170
H 2.93 -2.28 6.01 0.074
H 2.33 -1.03 7.11 0.092
H 4.26 -1.20 4.34 0.090
H 3.34 -0.25 3.28 0.113
C -4.22 1.29 -3.91 -0.682
O -4.54 0.75 -2.86 0.012
N -2.92 1.63 -4.16 0.166
N -5.11 1.60 -4.92 0.141
H -2.17 1.31 -3.57 0.073
H -2.74 1.88 -5.12 0.086
H -6.05 1.29 -4.78 0.097
H -4.75 1.96 -5.78 0.082
C -2.35 -1.04 4.36 -0.648
O -2.76 -0.15 3.61 0.022
N -2.98 -1.41 5.51 0.158
N -1.33 -1.86 3.98 0.146
H -3.93 -1.18 5.72 0.098
H -2.54 -2.08 6.12 0.084
H -0.97 -2.61 4.55 0.100
H -0.67 -1.62 3.25 0.057
C 2.91 -0.04 -3.85 -0.665
O 3.85 0.62 -3.44 0.019
N 2.73 -0.44 -5.14 0.147
N 1.81 -0.33 -3.07 0.168
H 1.90 -0.98 -5.31 0.041
H 3.44 -0.35 -5.84 0.089
H 1.72 -0.01 -2.11 0.035
H 0.89 -0.51 -3.44 0.054
C 1.17 -4.88 2.32 -0.651
O 0.30 -4.80 1.47 0.036
N 1.94 -3.79 2.67 0.158
N 1.50 -6.02 3.00 0.149
H 2.85 -4.01 3.03 0.087
H 1.97 -3.05 1.98 0.064
H 2.09 -5.97 3.81 0.086
H 0.86 -6.79 2.93 0.103
```